The following is a quantum chemistry calculation of the molecule C4H5PS, from the Open Molecules 2025 dataset.

Cartesian coordinates (Å):
C (-1.335, -0.304, -0.310)
C (-0.660, -1.061, -1.221)
C (1.663, 0.309, -0.326)
C (-1.123, 0.547, 0.780)
P (0.445, 0.491, 1.384)
S (0.835, -0.433, -1.568)
H (-2.400, -0.453, -0.548)
H (-1.035, -1.737, -1.986)
H (1.727, 1.467, -0.445)
H (0.897, -0.397, 2.289)
H (0.987, 1.570, 1.950)

Net charge = 0
HOMO level = -0.28450 hartree
Frontier orbital gap = 0.252 Eh
Total energy = -24346.072 eV

Formally, the Mulliken partial charges of the atoms, in units of the elementary charge, are as follows: C 0.00; C -0.30; C -0.44; C -0.52; P 0.25; S 0.01; H 0.25; H 0.36; H 0.24; H 0.08; H 0.06